C32H31BF4O2S | ωB97M-V with the def2-TZVPD basis set

Each line ends with the Löwdin charge.
CARTESIAN COORDINATES (ANGSTROEM)
C -4.11911 0.49529 -0.09008  0.02
C 1.71126 2.53897 -1.79981  -0.02
C -0.78505 0.68468 4.61448  -0.01
C 2.40167 -0.36887 -1.04388  -0.43
H -4.06899 0.91400 3.72162  0.09
C 2.48646 -1.54609 1.08929  -0.10
H 4.70670 1.12015 -1.59724  0.07
H -4.02586 1.20727 0.72234  0.13
C 4.43723 0.42644 -2.40441  -0.07
H -0.55294 -1.15102 -1.53680  0.08
F -6.47977 0.81479 -0.06958  0.04
H -0.69401 1.76989 4.83466  0.10
H 0.01026 0.26421 -3.71437  0.14
S 3.15976 0.78763 0.21852  1.15
H -6.56841 -0.72614 -2.21290  0.13
H -0.95926 0.18079 5.58322  0.10
H 2.23600 0.36387 3.42862  0.06
F -4.52409 -1.83323 -3.48583  0.03
H 0.17282 0.27527 4.24318  0.07
H 5.47694 -0.47158 -5.49813  0.10
O -1.91799 1.06880 2.39880  0.18
C -0.38309 -0.35017 -0.82100  -0.01
C -1.98750 0.37553 3.70108  -0.40
H 2.27327 -2.33424 1.79803  0.12
C 2.40971 2.72078 -4.11850  0.05
B -1.89941 0.06076 1.51807  -0.65
C 2.84379 -0.25450 1.52765  -0.55
H -4.11286 -0.89062 2.44784  0.09
C 2.37417 -1.65932 -0.27676  -0.09
H 0.79846 1.01471 -0.11037  0.11
H -3.51683 -2.58290 2.55967  0.10
H 2.31984 -2.14294 -3.05164  0.12
H 3.03915 3.17751 -4.86033  0.13
H -2.26519 -1.14076 -2.42442  0.11
C 0.74148 1.04821 -3.46034  0.04
O -1.52397 -1.20247 1.94073  0.14
H 5.99049 1.15888 -3.68287  0.11
H -1.77417 -2.27245 5.07377  0.10
C -5.58132 -0.51022 -1.79613  0.06
H 3.66339 -0.71157 3.42623  0.09
H -1.37939 1.31517 -0.22754  0.15
H 2.11186 -2.56223 -0.81127  0.11
C 2.41531 3.18034 -2.80414  -0.25
C -2.98725 -0.11407 -0.65921  -0.15
H -2.98744 2.02380 4.64147  0.10
H 3.81377 1.01200 2.91693  0.08
C 1.51752 1.70282 -4.42626  -0.23
C 3.87231 -1.41014 -4.40903  -0.07
H -4.05996 -1.73917 4.03981  0.09
H -1.27903 -3.12490 3.55991  0.10
C 3.33124 -0.40864 -2.26233  -0.21
C -2.09331 -1.16329 3.26759  -0.45
C 3.16680 0.11338 2.91747  -0.10
C -3.55813 -1.61654 3.07229  0.01
C -4.42678 -1.02537 -2.37348  -0.23
C 4.86820 -0.45953 -4.60800  -0.09
H -0.23997 -1.85777 4.22720  0.08
C 3.11384 -1.39876 -3.22478  -0.03
C -3.21318 0.97106 4.39818  -0.02
F 3.29493 4.15917 -2.44145  0.05
C 5.17830 0.44139 -3.58886  -0.07
C -1.58103 0.23112 -0.10964  -0.12
H -3.44829 0.43053 5.33939  0.10
C 0.94614 0.33439 -0.99891  -0.27
F 1.50837 1.21141 -5.70562  0.04
C 0.99912 1.39755 -2.14129  -0.18
C -1.29386 -2.16053 4.08993  -0.01
H 3.66897 -2.16574 -5.16723  0.11
C -3.14117 -0.80808 -1.86650  0.04
H 1.74012 2.89055 -0.76624  0.11
C -5.37104 0.28073 -0.67076  -0.24

The largest force on an atom comes out at 5.8 eV Å⁻¹. The value obtained for the HOMO energy is -0.1974 Ha. As for the spin multiplicity: 1. The charge is 0.